{"formula": "C3H3CsO3", "method": "the ωB97M-V functional and the def2-TZVPD basis", "species": ["H", "O", "C", "C", "O", "C", "O", "Cs", "H", "H"], "positions_angstrom": [[4.63771, -4.06897, 0.39315], [-2.67680, 1.25780, -0.12328], [-2.89664, 2.40362, -0.02484], [-3.06410, 3.69201, 0.10237], [2.70607, -3.52416, 0.16501], [3.94138, -3.26059, 0.06079], [4.43019, -2.20318, -0.34706], [-0.73307, -2.71541, -0.52473], [-3.24446, 4.10853, 1.09341], [-3.10029, 4.31035, -0.79482]], "atomic_forces_ev_per_a": [[-0.034, 0.002, -0.042], [-0.330, 0.826, 0.022], [0.520, -0.807, 0.030], [-0.277, 0.260, -0.041], [-0.719, -0.387, 0.009], [-0.578, 0.556, -0.069], [0.362, -0.033, -0.056], [0.940, -0.066, 0.168], [0.087, -0.144, -0.375], [0.030, -0.209, 0.356]], "fmax_ev_per_a": 1.0, "relative_energy_kj_mol": 0.0, "multiplicity": 1, "energy_ev": -9848.2315, "charge": 0, "homo_energy_ev": -6.92}